ORCA calculation (ωB97M-V/def2-TZVPD) on a single C5H8N2 molecule.

Cartesian coordinates (Å):
H1 2.38266 0.87605 0.59099
H2 2.09462 -0.78267 1.17764
C1 2.22802 -0.16012 0.28744
C2 1.01706 -0.26390 -0.65190
H3 -0.88212 2.26699 0.37101
H4 0.94305 -1.32480 -0.95437
C3 -1.20859 -0.94008 0.09945
N1 -0.36515 0.11807 -0.05866
N2 -2.46135 -0.65678 0.31011
H5 -3.55441 1.09126 0.25281
C4 -2.51801 0.71340 0.30639
H6 1.25947 0.24601 -1.59854
H7 -0.85280 -1.94246 -0.06173
H8 3.16162 -0.49956 -0.19962
C5 -1.24407 1.25857 0.12897

Properties
relative energy (zero: lowest compared OMol25 entry of this formula, charge and spin): 1.0983 eV
structure (SMILES): CCn1ccnc1
E_HOMO: -8.70 eV
net charge: 0
orbital gap: 9.6 eV